A molecular structure, C16H53AsF6N11O9 in a non-equilibrium geometry, computed with ωB97M-V with the def2-TZVPD basis set.

```
96
Properties=species:S:1:pos:R:3:forces:R:3:mulliken_charge:R:1
As -2.309855 -29.940323 5.443772 1.221 -0.252 -0.874 1.996
F -2.176381 -30.680591 7.072519 0.185 0.884 -1.886 -0.557
F -0.953767 -28.789746 5.956548 -2.211 -0.981 -0.837 -0.440
F -2.461255 -29.193059 3.792218 0.378 -0.867 2.152 -0.186
F -3.550462 -31.139758 5.011202 1.775 2.091 -0.023 -0.469
F -3.574741 -28.712337 6.004539 1.733 -1.671 -0.467 -0.245
F -1.003275 -31.089069 4.862928 -1.884 1.752 0.626 -0.540
C -4.458748 -31.510503 9.284117 1.794 0.577 -2.326 0.592
O -3.987378 -32.552597 8.943659 1.404 -2.803 -0.062 -0.622
N -5.518813 -31.388421 10.011195 -3.256 -0.939 2.873 -0.438
N -4.012859 -30.334779 8.894310 0.566 2.992 -0.532 -0.202
H -6.128244 -30.590234 9.903621 -0.135 -0.694 0.701 0.188
H -5.661816 -32.277508 10.468563 -1.384 0.458 0.127 0.255
H -3.215255 -30.228150 8.283934 -0.667 -0.121 0.052 0.080
H -4.744770 -29.642639 8.967377 0.978 0.634 -0.272 0.124
C -5.990258 -26.220184 5.120470 -2.430 3.822 -0.933 0.479
O -6.759163 -25.270741 5.183106 -1.065 0.612 0.645 -0.755
N -6.059162 -27.279114 5.860541 -0.149 -2.508 2.071 -0.258
N -5.055530 -26.207966 4.206943 3.363 -1.280 -1.996 -0.122
H -6.804221 -27.267531 6.542338 0.527 -0.271 0.082 0.240
H -5.216053 -27.832529 5.915301 -0.518 -0.494 0.559 0.135
H -5.095647 -25.609473 3.394349 -0.230 -0.145 0.425 0.199
H -4.613872 -27.113857 4.140601 0.461 0.256 -0.864 0.011
C 1.004207 -30.182394 8.609174 3.772 -1.514 1.791 0.473
O 1.930721 -30.580946 9.329644 -0.026 -0.048 -0.508 -0.768
N 0.997637 -30.237444 7.280733 -1.043 0.551 -0.712 -0.037
N -0.047939 -29.638973 9.183794 -3.066 1.763 1.115 -0.154
H 0.069234 -29.959327 6.996448 0.700 -0.475 -1.416 -0.172
H 1.655138 -30.763077 6.722608 -0.423 0.037 0.434 0.178
H -0.043318 -29.443489 10.174686 0.367 -0.329 -0.335 0.211
H -0.789722 -29.176406 8.677937 0.180 -0.191 -0.091 0.126
C -2.475941 -26.456685 0.753754 -0.197 -7.203 -3.634 0.557
O -2.507914 -26.564039 -0.462503 -0.217 -0.005 -0.988 -0.755
N -2.323593 -25.391105 1.355931 0.628 7.324 3.834 -0.282
N -2.492960 -27.555580 1.566628 -0.179 0.065 0.200 -0.036
H -2.231838 -24.564851 0.782358 -0.080 0.051 0.554 0.251
H -2.376945 -25.384074 2.364499 0.217 0.693 -0.290 0.143
H -2.603543 -28.460731 1.132381 -0.059 0.217 0.559 0.068
H -2.502773 -27.368211 2.559046 0.017 -1.057 -0.195 -0.034
C 1.353212 -29.223107 3.704053 -0.020 0.773 0.402 -0.317
C 2.538178 -28.304296 3.460907 0.021 -0.876 -0.504 0.231
C 2.443548 -27.189184 4.485936 -0.596 1.530 -0.567 -0.739
O 3.448677 -26.197678 4.302428 1.624 0.046 0.621 -0.414
C 4.096479 -25.752171 5.526385 -0.318 -1.001 -1.382 -0.702
N 3.773083 -29.062426 3.615242 -0.339 0.180 0.548 -0.780
H 0.527102 -28.544750 3.490839 -0.787 -0.888 -0.369 0.022
H 1.255282 -29.457627 4.764007 0.154 0.230 0.226 -0.242
H 1.401349 -30.208828 3.241302 -0.193 0.440 -0.708 0.503
H 2.612513 -28.009900 2.414050 -0.761 0.835 0.053 0.257
H 2.402956 -27.611942 5.489795 0.424 -0.135 0.196 0.365
H 1.553524 -26.567473 4.388806 -0.785 -0.606 -0.117 0.427
H 4.994143 -25.187547 5.274361 -0.362 0.385 -0.275 0.254
H 4.495209 -26.644670 6.008631 -0.368 0.032 0.675 0.312
H 3.374471 -25.172420 6.101435 0.268 -0.079 0.384 0.292
H 3.499360 -29.609301 4.419049 1.048 -0.517 0.549 0.307
H 4.389442 -28.321595 3.917509 0.993 -0.323 0.235 0.296
C -3.069932 -26.546062 8.497941 -0.873 0.916 2.030 -1.453
C -2.562858 -25.495165 7.507223 -0.641 -1.669 1.978 0.960
C -2.638175 -24.059346 8.158616 -0.125 -0.722 -1.157 -0.863
O -3.908975 -23.856102 8.780403 1.086 1.569 -0.810 -0.391
C -4.899083 -23.108576 8.006290 -0.997 -2.471 0.402 -0.754
N -1.200313 -25.966289 7.259488 0.279 1.581 -1.330 -0.620
H -4.085258 -26.320990 8.824354 -0.308 -0.187 -0.097 0.326
H -2.485705 -26.399365 9.406387 0.196 -0.383 0.334 0.569
H -3.013790 -27.593962 8.203239 0.160 0.246 -0.457 0.136
H -3.337222 -25.706015 6.769660 0.774 1.036 -1.374 -0.220
H -2.399791 -23.296455 7.417474 -0.464 0.065 -0.423 0.419
H -1.811239 -23.893153 8.849012 -0.157 -0.565 0.674 0.372
H -5.350573 -22.240113 8.485900 0.672 0.061 0.347 0.265
H -5.632350 -23.915062 8.004244 -0.979 0.585 -0.275 0.269
H -4.770710 -22.932771 6.938250 1.059 0.116 0.106 0.347
H -1.213665 -26.917704 6.920759 0.053 -0.025 -0.041 0.111
H -0.739770 -25.948229 8.158201 0.254 -0.181 0.038 0.348
C -5.719734 -28.663523 0.174762 1.086 -1.522 -0.060 -1.078
C -5.682831 -30.239551 0.312926 0.332 2.663 1.081 0.155
C -4.602963 -30.687289 1.298178 0.268 0.996 -1.603 0.251
O -4.418924 -32.053000 1.166802 1.429 -0.726 0.859 -0.475
C -3.182361 -32.463656 1.804389 -0.480 -1.694 -0.487 -0.522
N -6.948396 -30.588675 0.882657 -1.114 -1.199 -0.644 -0.808
H -4.714397 -28.244173 0.135429 0.064 -0.024 -0.546 0.184
H -6.125969 -28.215457 1.081573 -0.631 -0.029 -0.224 0.237
H -6.256838 -28.492209 -0.758124 -0.185 0.649 0.413 0.344
H -5.598756 -30.672650 -0.683793 0.303 -0.217 0.162 0.416
H -4.927875 -30.370430 2.289209 0.146 -0.059 0.394 0.089
H -3.666727 -30.189632 1.045405 0.324 0.185 0.114 -0.202
H -2.243718 -32.071823 1.412570 -0.414 1.003 -0.147 0.254
H -3.067757 -33.514891 1.540064 -0.325 -0.238 0.116 0.387
H -3.204496 -32.440864 2.893930 -0.221 0.466 0.003 0.109
H -7.049330 -30.164407 1.793649 0.027 0.061 0.146 0.265
H -6.832839 -31.581391 1.028470 -0.749 -0.433 0.401 0.357
O -5.329076 -32.676549 5.738244 -0.867 -0.500 0.039 -0.753
H -5.312028 -32.682689 6.695276 0.130 -0.156 0.327 0.301
H -4.573777 -32.144368 5.488163 -0.180 -0.247 0.168 0.481
O -0.279455 -30.851350 1.097038 0.006 -0.259 -0.200 -0.631
H -0.470763 -30.493247 1.963872 -0.056 0.121 0.400 0.188
H -0.167580 -30.081848 0.538840 0.068 0.228 -0.177 0.326
```
Positions in Å, forces in eV/Å.

Calculated values
HOMO (eV): -7.1
Electronic energy (hartree): -4756.0546
Total charge: -1

=====

A molecular structure, C16H54AsF6N4O9 in a non-equilibrium geometry, computed with ωB97M-V with the def2-TZVPD basis set.

```
90
Properties=species:S:1:pos:R:3:forces:R:3:mulliken_charge:R:1
As 0.356269 -0.177445 0.768541 -0.199 -0.465 -0.859 2.182
F 1.227909 -1.652244 1.032746 0.053 -0.331 0.221 -0.564
F 1.729020 0.668932 1.348169 0.280 0.590 -0.010 -0.472
F -0.519637 1.271300 0.397794 0.022 0.377 0.206 -0.484
F -0.995985 -1.077715 0.160189 -0.244 -0.321 0.193 -0.445
F -0.321585 -0.203179 2.337210 -0.212 -0.057 0.522 -0.523
F 0.960636 -0.154853 -0.870891 0.292 0.082 -0.212 -0.494
O 2.302864 -2.991628 -1.270749 0.177 -0.069 0.096 -0.672
H 2.165947 -2.584952 -0.403955 -0.180 0.000 -0.092 0.291
H 1.991377 -2.322265 -1.885842 0.014 0.001 -0.038 0.312
O 4.724184 2.061424 2.118640 0.089 0.009 0.061 -0.678
H 5.335155 1.345867 1.909134 -0.046 -0.068 -0.128 0.336
H 3.865934 1.672089 1.921100 -0.147 -0.029 -0.004 0.304
O -3.648651 -0.070067 1.772462 0.194 0.035 -0.132 -0.743
H -3.781573 -0.257903 0.835543 -0.334 0.076 0.152 0.369
H -2.690287 0.006764 1.845828 0.059 -0.008 0.146 0.293
O 0.711379 -0.981968 -4.039901 0.027 -0.071 0.017 -0.678
H 0.817097 -0.811098 -3.096627 -0.092 0.119 0.088 0.311
H 0.284638 -0.189927 -4.376697 -0.005 0.040 0.018 0.298
O -0.355868 3.964028 -0.325704 -0.018 0.197 0.083 -0.675
H -0.504574 3.241946 0.298025 0.025 -0.012 -0.114 0.415
H 0.062687 3.529209 -1.073213 0.019 -0.065 0.011 0.293
C 0.294709 6.791461 5.041156 0.242 -0.175 0.059 -1.408
C 1.303490 6.252691 4.034928 -0.172 0.106 -0.264 0.385
C 0.813928 4.970317 3.380999 0.360 -0.152 0.006 -0.515
O 0.496067 4.017745 4.369837 -0.125 0.061 -0.022 -0.383
C 0.024014 2.825999 3.784343 -0.090 -0.318 -0.200 -0.431
N 1.583209 7.285320 3.027231 0.103 0.034 -0.056 -0.763
H 0.218797 6.110211 5.888414 -0.156 -0.004 -0.064 0.321
H -0.686744 6.884096 4.569233 -0.031 0.003 0.048 0.297
H 0.600977 7.769925 5.408434 0.047 0.040 -0.055 0.405
H 2.245034 5.994595 4.526153 -0.007 0.249 0.146 0.337
H 1.630311 4.573316 2.757295 -0.140 0.028 -0.137 0.267
H -0.041129 5.174816 2.717830 -0.075 -0.023 0.111 0.264
H -0.104503 2.070323 4.556538 0.026 0.105 0.101 0.307
H 0.727653 2.431346 3.041354 0.007 0.060 0.045 0.004
H -0.943560 2.979080 3.288769 0.035 0.038 0.006 0.342
H 2.294420 6.979064 2.371955 0.051 -0.104 0.105 0.290
H 0.757947 7.449545 2.458195 -0.077 -0.004 0.118 0.275
C 3.928774 1.097518 -1.379393 -0.555 -0.456 0.208 -1.042
C 5.317231 0.557081 -1.603321 0.622 1.329 -0.280 0.785
C 5.604628 -0.689110 -0.816995 -0.828 -0.669 0.233 -1.022
O 5.195975 -0.588315 0.544923 0.279 0.014 -0.169 -0.152
C 5.104095 -1.890577 1.106542 -0.890 0.504 0.112 -0.741
N 5.510770 0.251284 -3.036763 0.544 0.073 0.070 -0.755
H 3.621005 1.794072 -2.159610 0.122 -0.013 -0.118 0.442
H 3.867253 1.617234 -0.433601 0.029 0.133 0.240 0.183
H 3.201281 0.285008 -1.329744 -0.018 0.070 -0.164 0.037
H 6.014664 1.360987 -1.306535 0.027 -0.203 0.130 0.165
H 6.661474 -0.977482 -0.833785 0.074 -0.001 -0.257 0.387
H 4.989260 -1.466940 -1.298668 0.303 -0.116 0.053 0.470
H 6.039805 -2.436229 0.979605 0.020 -0.147 0.139 0.310
H 4.259359 -2.425525 0.656529 0.329 -0.172 -0.281 0.205
H 4.810401 -1.776223 2.150139 0.446 0.053 0.097 0.259
H 5.382281 1.115150 -3.557120 -0.268 -0.073 0.032 0.267
H 6.502451 0.056637 -3.179467 -0.159 -0.247 -0.017 0.255
C -2.618478 -0.276260 -2.287421 0.299 0.509 0.559 -1.049
C -4.110943 -0.572972 -2.345016 0.125 -0.168 0.112 0.741
C -4.612153 -1.387495 -3.535409 -0.201 -0.641 0.740 -0.815
O -4.775757 -0.715207 -4.749986 0.045 0.136 -0.317 -0.448
C -3.587331 -0.427104 -5.469090 -0.380 -0.393 0.181 -0.641
N -4.443525 -1.318354 -1.092726 0.345 0.137 -0.540 -0.784
H -2.050529 -1.168937 -2.024049 0.013 -0.115 -0.309 0.151
H -2.467097 0.405947 -1.441717 0.060 -0.087 -0.016 0.252
H -2.133277 0.225898 -3.121409 -0.309 -0.123 -0.306 0.343
H -4.663893 0.370794 -2.348292 -0.044 -0.003 -0.012 0.259
H -5.608064 -1.749769 -3.250619 -0.033 0.171 -0.164 0.345
H -4.008518 -2.309217 -3.630330 0.218 0.247 -0.236 0.370
H -2.942185 -1.311969 -5.521284 0.089 0.073 0.093 0.309
H -3.054065 0.401205 -5.010711 0.176 0.115 -0.131 0.237
H -3.899918 -0.177233 -6.480180 0.055 0.160 -0.021 0.258
H -3.570567 -1.380816 -0.573436 -0.103 -0.122 0.079 0.078
H -4.622384 -2.297060 -1.311187 -0.200 0.065 0.097 0.232
C -1.080918 -3.961471 1.527336 0.152 -0.070 0.593 -1.473
C -2.542237 -3.937086 1.131765 -0.079 0.577 0.411 1.621
C -2.733093 -4.627971 -0.188402 0.223 -0.556 -0.524 -0.982
O -4.079846 -4.498772 -0.607434 -0.046 -0.029 -0.172 -0.376
C -4.294001 -5.080645 -1.877868 -0.005 0.057 0.420 -0.759
N -3.372606 -4.471907 2.214495 0.202 -0.189 0.022 -0.744
H -0.871471 -3.277292 2.351607 -0.205 0.110 -0.070 0.344
H -0.432594 -3.661297 0.708158 0.057 -0.172 -0.057 0.164
H -0.816217 -4.954047 1.914641 0.134 -0.044 -0.364 0.540
H -2.827071 -2.884254 1.020780 -0.040 -0.069 -0.195 -0.441
H -2.469613 -5.701228 -0.123530 -0.129 0.082 0.214 0.430
H -2.046857 -4.231678 -0.954735 -0.168 0.289 0.097 0.391
H -4.096610 -6.159078 -1.847915 0.058 0.017 -0.087 0.330
H -3.646634 -4.608208 -2.625003 -0.046 -0.084 -0.096 0.302
H -5.341479 -4.922497 -2.127347 0.009 0.029 -0.103 0.259
H -4.245628 -4.844661 1.862563 -0.030 0.099 -0.046 0.263
H -2.876744 -5.220054 2.686505 -0.092 -0.061 -0.051 0.268
```
Positions in Å, forces in eV/Å.

Calculated values
HOMO (eV): -7.1
Energy relative to the best compared isomer or geometry (same formula, charge and spin) (eV): 0.1988
Electronic energy (hartree): -4373.3450
Total charge: -1

=====

LUMO energy for every record listed, in sequence, given in Eh: 0.0411; 0.0896.
Gap between HOMO and LUMO for every record listed, in sequence, given in eV: 8.246; 9.498.